1.
Formula: C79H178N8O14
Source: the OMol25 dataset
Level of theory: the ωB97M-V functional and the def2-TZVPD basis

Geometry as XYZ:
```
279
Properties=species:S:1:pos:R:3:mulliken_charge:R:1
C 14.16418 17.07466 25.98621 -1.5240
C 14.37872 17.45581 24.50067 0.4014
O 15.73625 17.37385 24.10610 -0.1667
H 14.77574 16.20193 26.21388 0.3571
H 13.16289 16.72035 26.22394 0.4246
H 14.54164 17.84671 26.73998 0.1454
H 13.90199 18.42847 24.34958 0.2028
H 13.77813 16.74425 23.82974 0.0467
H 16.14672 16.61211 24.60657 0.1589
C 11.06984 21.40924 18.08541 -0.7049
C 9.66277 20.92526 18.49759 -0.1315
O 8.87648 21.04828 17.28638 -0.5638
H 11.40595 20.86606 17.22845 0.2856
H 11.78864 21.31874 18.91693 -0.1009
H 11.13586 22.47167 17.73929 0.3973
H 9.23463 21.43496 19.31438 0.3630
H 9.72713 19.84277 18.71346 0.0114
H 8.21485 20.38267 17.13276 0.3484
C 12.50028 22.28887 21.50499 -1.6158
C 13.83546 21.73361 20.98643 0.8104
O 13.81868 21.49527 19.58610 1.9238
H 11.58446 21.74794 21.20334 0.2972
H 12.40056 23.39283 21.12414 0.2612
H 12.57586 22.26916 22.60237 0.4235
H 14.15205 20.84669 21.53604 0.0663
H 14.55816 22.49517 21.18320 -0.4960
H 14.64016 21.88432 19.25658 -1.1575
C 19.63418 13.94643 18.49810 -0.7915
C 18.60103 13.61909 19.59390 0.1478
O 17.48579 13.04443 18.93814 -0.5089
H 19.33118 14.80817 17.75973 -0.0947
H 19.90328 13.04574 17.93376 0.4508
H 20.53601 14.31616 19.03614 0.2357
H 18.30428 14.54336 20.06577 0.0016
H 19.13020 12.96411 20.33335 0.3765
H 16.77902 12.84895 19.57093 0.1137
C 9.44680 16.59019 17.63084 -0.2569
C 8.01077 17.04813 18.11612 -0.6460
O 7.74402 18.37299 17.61957 -0.4458
H 10.19204 17.37567 17.85115 -0.0574
H 9.44039 16.33172 16.60689 0.2885
H 9.68463 15.67136 18.22487 0.1638
H 8.03316 17.16658 19.20433 0.2683
H 7.31226 16.27361 17.79329 0.4306
H 6.92892 18.24915 17.07736 0.2647
C 13.86412 11.53920 19.39996 -2.2533
C 13.23912 12.11450 20.70234 1.9869
C 12.27591 11.19645 21.45262 -1.5116
C 11.86393 11.55237 22.86010 -0.3936
C 13.11128 11.75338 23.64016 -1.5310
C 14.16086 12.77983 23.05879 1.6905
N 14.31561 12.48422 21.61496 -0.3344
O 15.21231 13.34015 20.97996 0.8284
C 13.72699 14.22188 23.50726 -0.9898
C 15.62108 12.52923 23.58958 -1.8263
C 12.37292 13.27598 20.10686 -1.3759
H 13.04282 11.05693 18.89689 0.6516
H 14.60781 10.78279 19.51208 0.3943
H 14.23380 12.29199 18.74309 0.2191
H 11.43638 11.06126 20.87255 0.4999
H 12.62219 10.13630 21.57055 0.3730
H 11.38905 10.66996 23.28094 0.3871
H 11.24636 12.44400 22.98226 0.3832
H 13.77915 10.79972 23.73879 0.3689
H 12.98454 12.07481 24.63527 0.3922
H 14.07195 14.29679 24.55273 0.3965
H 14.27542 14.92372 22.88029 -0.2664
H 12.69424 14.41325 23.35614 0.4817
H 15.88107 11.51942 23.29839 0.5196
H 16.25333 13.35133 23.19027 0.1773
H 15.60520 12.55360 24.72046 0.3867
H 12.97413 14.13357 19.78934 -0.1662
H 11.68211 13.74250 20.81753 0.3336
H 11.76188 12.94527 19.23729 0.4324
H 14.83850 14.23414 20.99808 -0.2855
C 13.86340 16.68465 11.25392 -1.9114
C 15.08733 16.01798 11.96940 1.8630
C 15.34654 14.62165 11.25029 -0.8298
C 16.55861 13.95037 11.79257 -0.3879
C 17.85499 14.80157 11.55748 -1.3106
C 17.70360 16.27118 12.12350 1.9450
N 16.30544 16.86642 11.76434 -0.1592
O 16.04802 18.10650 12.42522 -0.3063
C 17.99134 16.37733 13.63832 0.2359
C 18.68197 17.17652 11.37849 -1.9197
C 14.71149 15.76165 13.48248 -0.5582
H 13.89353 16.56715 10.13673 0.3950
H 13.94081 17.76469 11.51960 0.3483
H 12.91630 16.32516 11.63949 0.2720
H 14.51144 13.92386 11.48198 -0.0198
H 15.56044 14.73381 10.21476 0.5661
H 16.67976 13.02967 11.25944 0.6342
H 16.49034 13.57814 12.78323 -0.1163
H 18.14899 14.80516 10.48713 0.2726
H 18.72730 14.43505 12.15305 0.4707
H 17.89560 17.40495 14.04517 -0.7593
H 17.27660 15.75892 14.20147 -0.5161
H 19.07189 16.13941 13.75752 0.6682
H 18.68947 18.22318 11.73145 0.1864
H 19.68060 16.75786 11.30202 0.3702
H 18.26112 17.31514 10.34577 0.4916
H 14.40026 16.65376 13.94071 0.3079
H 15.48383 15.28708 14.05365 -0.8255
H 13.99844 14.97946 13.53210 0.1783
H 16.12763 18.66977 11.66860 0.3687
C 23.59214 18.27980 22.14240 -1.8513
C 23.05003 17.04741 21.52916 1.7096
C 22.11153 16.23340 22.44356 -1.3282
C 20.76347 16.93833 22.66845 -0.7074
C 20.10270 17.08317 21.30582 0.5683
C 20.87073 17.96171 20.27210 2.7664
N 22.22662 17.30847 20.17625 -0.1174
O 22.99376 18.10372 19.23641 -0.4705
C 20.04904 17.90400 18.93673 -0.5725
C 20.95017 19.44698 20.74165 -1.6029
C 24.19687 16.10293 21.04738 -1.7208
H 24.32962 17.93404 22.84045 0.5131
H 22.91555 18.94738 22.60616 0.3830
H 24.22790 18.81133 21.42458 0.3842
H 21.88343 15.29018 21.92313 0.3257
H 22.61169 16.09193 23.39775 0.5198
H 20.89846 17.90271 23.13838 0.2267
H 20.13456 16.26813 23.27790 0.5009
H 19.10858 17.64999 21.46359 -0.8589
H 19.78810 16.10681 20.81655 -0.3649
H 20.07865 16.97360 18.41525 0.5845
H 18.97561 18.29617 19.20076 -0.4471
H 20.45080 18.67776 18.31147 -0.5884
H 21.28244 20.05819 19.87144 0.0864
H 20.01806 19.78948 21.06977 0.3721
H 21.62247 19.65277 21.57970 0.0734
H 24.74623 15.83205 22.04086 0.3456
H 24.91330 16.59562 20.38384 0.3688
H 23.75071 15.25280 20.54472 0.3649
H 23.28112 18.93940 19.66529 0.3413
C 15.03176 16.84368 20.72241 -2.0669
C 15.48534 17.56578 19.45568 3.1047
C 16.55440 16.68350 18.87314 0.8558
C 16.87433 17.05219 17.45627 -0.1402
C 15.61022 17.10438 16.59902 1.6959
C 14.57205 18.04121 17.12708 2.0226
N 14.34049 17.66996 18.55120 0.5680
O 13.31052 18.46087 19.23399 -0.5331
C 14.99372 19.47105 16.82323 -1.0740
C 13.22863 17.75636 16.38137 -1.4148
C 16.14892 18.85221 19.84106 0.6397
H 15.82848 16.37017 21.33781 0.5972
H 14.36525 16.00820 20.41118 -0.2748
H 14.52694 17.48925 21.33304 0.8549
H 17.49317 16.73704 19.52227 -1.0748
H 16.30858 15.60874 18.85327 -0.5596
H 17.56588 16.30754 17.00668 0.3597
H 17.44974 17.97248 17.39065 -0.8185
H 15.31032 16.05952 16.41332 -0.6761
H 15.79849 17.43611 15.56510 -0.6124
H 16.02813 19.65864 17.12614 -0.3826
H 15.07083 19.55344 15.76084 0.7186
H 14.34720 20.25012 17.23298 -0.1198
H 12.42868 18.29703 16.83840 0.1239
H 13.25903 18.02137 15.27312 0.2384
H 12.95441 16.63756 16.39509 -0.4315
H 16.68294 18.67460 20.82649 -0.1814
H 15.39535 19.58297 20.12174 -0.4124
H 16.90653 19.24159 19.20076 -1.2655
H 13.43596 19.44862 19.16561 0.3741
C 17.45641 20.17541 14.19116 0.0062
C 18.27672 21.35769 14.58051 1.4316
C 18.11705 21.72008 16.09345 -1.1968
C 19.05398 20.94545 17.02937 2.3636
C 20.51099 21.21250 16.64634 -1.9706
C 20.75004 20.73573 15.21336 2.2811
N 19.77262 21.40525 14.34349 0.2248
O 19.94446 21.07132 12.98675 -0.5017
C 22.11752 21.15463 14.74560 -2.0939
C 20.66624 19.20482 15.07002 -1.8045
C 17.60854 22.55467 13.87058 -2.0693
H 17.87521 19.69067 13.31100 0.1449
H 16.43729 20.46948 13.94047 0.7675
H 17.34112 19.43672 14.98907 -0.9216
H 18.41306 22.81119 16.17945 0.4554
H 17.00620 21.57433 16.24259 -0.2286
H 18.75588 19.85697 17.01480 -0.5579
H 18.92899 21.29420 18.08152 -0.6707
H 21.16946 20.67470 17.31577 0.1935
H 20.71651 22.28072 16.56086 0.5634
H 22.32183 20.93658 13.70183 0.4772
H 22.37637 22.18689 14.92304 0.4486
H 22.89009 20.61050 15.24193 0.4066
H 20.39033 18.92832 14.08026 0.5598
H 21.60867 18.73170 15.30408 0.5040
H 19.92628 18.68012 15.63632 -0.0965
H 16.48407 22.65684 14.20055 0.2364
H 17.51537 22.40749 12.77529 0.4637
H 18.10530 23.51106 14.03368 0.4427
H 20.21320 21.86754 12.47686 0.3514
C 17.36038 19.47196 27.94646 -1.9115
C 17.70387 20.22699 26.63618 2.1192
C 18.17032 19.33597 25.52897 -1.7063
C 18.16990 20.09487 24.17171 0.1844
C 16.69206 20.61688 23.82086 0.8129
C 16.30592 21.60750 24.92396 1.6193
N 16.36454 20.89001 26.20042 0.5129
O 16.04780 21.83829 27.31008 -0.5313
C 17.25859 22.82060 24.81689 -1.4489
C 14.86430 22.10059 24.68072 -1.0711
C 18.84486 21.18421 27.05409 -2.0351
H 17.37902 20.10013 28.77324 0.4945
H 18.08993 18.68430 28.11429 0.4383
H 16.38597 18.98120 27.85978 0.2038
H 19.12742 18.89394 25.64106 0.7441
H 17.54749 18.51312 25.35856 -0.0983
H 18.51868 19.33974 23.45773 -0.4835
H 18.93858 20.88896 24.17764 0.3410
H 15.95120 19.77905 23.71280 -0.5274
H 16.77482 21.12628 22.85439 -0.5039
H 17.33182 23.16296 25.79105 0.7611
H 18.29072 22.64316 24.44399 0.1157
H 16.77624 23.54920 24.10880 -0.2001
H 14.43442 22.71844 25.45573 0.5267
H 14.88058 22.72082 23.76427 -0.1426
H 14.14241 21.26526 24.48833 0.1797
H 19.60750 20.54544 27.48188 0.5206
H 18.52160 21.97592 27.73559 0.3977
H 19.28934 21.64618 26.19861 0.3226
H 15.35404 21.24719 27.64832 0.3633
C 18.76176 24.13829 19.44657 -1.7375
C 17.54246 23.97042 20.32322 1.7296
C 17.48561 25.20282 21.22460 -1.0521
C 16.95982 26.41125 20.49068 -0.8225
C 15.53201 26.16671 19.95179 -1.2666
C 15.55196 24.96028 18.97503 1.4949
N 16.22346 23.80519 19.64688 0.1356
O 16.28528 22.68555 18.75174 1.1631
C 14.11658 24.50399 18.63680 -1.6743
C 16.12819 25.32046 17.55577 -1.7997
C 17.73430 22.63716 21.09539 0.3933
H 18.81268 25.16806 19.07268 0.4114
H 18.87171 23.51556 18.55402 0.1143
H 19.69166 24.07608 20.05197 0.4072
H 16.77240 25.08045 22.09410 -0.0344
H 18.46081 25.39403 21.65969 0.4910
H 17.68409 26.84404 19.82370 0.5038
H 16.93397 27.23366 21.25394 0.4833
H 15.13677 27.02450 19.41223 0.4122
H 14.76692 25.93778 20.69220 0.3357
H 13.50594 25.34908 18.30045 0.5170
H 13.96849 23.74671 17.92961 0.3588
H 13.72719 24.11321 19.58887 -0.2135
H 16.12751 24.46130 16.89364 0.4363
H 15.39097 26.01507 17.09527 0.4643
H 17.11829 25.84163 17.45948 0.2391
H 18.61661 22.77423 21.70625 0.6827
H 18.01906 21.90324 20.31701 -0.8807
H 16.84636 22.28494 21.60299 -1.0971
H 16.91216 22.99757 18.06243 -0.6264
C 15.48691 13.48127 16.21391 -0.4824
O 14.23757 13.60673 15.62884 -0.4077
C 13.13223 13.57527 16.52955 0.3206
C 11.85336 13.86782 15.63411 -1.2368
N 11.81028 12.93836 14.52287 -0.1016
C 10.59481 12.95447 13.75456 -0.5137
C 10.84016 12.17964 12.47501 -0.8570
O 11.46347 12.92884 11.48232 -0.1682
C 11.51550 12.28280 10.24168 -0.8476
H 15.66990 14.14343 17.05972 -0.0506
H 16.14615 13.68879 15.42127 0.1589
H 15.64508 12.41118 16.54414 0.3167
H 13.32219 14.33386 17.28116 -0.0108
H 13.06694 12.58996 16.97344 0.2676
H 12.03947 14.89979 15.30694 0.5023
H 10.97202 13.78057 16.32142 0.5441
H 12.60044 13.10861 13.89271 0.0989
H 10.14316 13.94229 13.53679 0.3172
H 9.80686 12.38302 14.28170 0.3538
H 9.86768 11.75912 12.08412 0.4935
H 11.39824 11.31205 12.76281 0.3888
H 11.97810 11.27584 10.50010 0.3615
H 12.19256 12.83021 9.57351 0.1905
H 10.51962 12.22826 9.84305 0.3390
```

Kohn-Sham gap in eV: 8.61
E_LUMO in eV: 0.394
Energy relative to the best compared isomer or geometry (same formula, charge and spin) in eV: 3.024

***

2.
Formula: C45H55N8O5Zr
Source: the OMol25 dataset
Level of theory: the ωB97M-V functional and the def2-TZVPD basis

Geometry as XYZ:
```
114
Properties=species:S:1:pos:R:3:mulliken_charge:R:1
Zr 0.15837 -0.35218 -0.00509 -0.3317
C -0.05834 -3.74630 -3.05425 -0.5000
O -0.88802 -2.87108 -3.80874 -0.5023
C -2.02499 -2.42195 -3.15632 -0.3342
C -3.25985 -2.69022 -3.70598 -0.4799
C -4.42031 -2.21023 -3.10337 -0.9308
C -4.33753 -1.50157 -1.93135 -0.9831
C -3.09636 -1.20533 -1.34702 0.5380
C -3.05610 -0.56243 -0.06964 -0.8618
N -1.96379 -0.19469 0.52045 1.7655
N -2.11515 0.24948 1.81296 -1.0050
C -0.99757 0.21642 2.50158 -0.0529
O 0.11521 -0.20037 2.01306 -0.4311
C -1.06553 0.61950 3.91945 0.5312
C 0.08664 0.54467 4.70073 -0.4547
C 0.03607 0.86228 6.04538 -0.9062
C -1.16264 1.25595 6.61779 -0.4892
C -2.30906 1.33837 5.84430 -0.8595
C -2.26686 1.02274 4.50030 -0.4532
C -1.89752 -1.63271 -1.98196 1.1752
O -0.70466 -1.31914 -1.54179 1.0424
H 0.69194 -4.11239 -3.75473 0.2858
H -0.63114 -4.59249 -2.66222 0.3533
H 0.42445 -3.21993 -2.22223 -0.0382
H -3.30933 -3.27576 -4.61078 0.5321
H -5.37929 -2.41461 -3.55059 0.4415
H -5.23465 -1.15820 -1.43726 0.5086
H -4.00341 -0.45980 0.46435 0.4221
H 1.00463 0.21100 4.23912 0.4628
H 0.92711 0.78665 6.64827 0.4459
H -1.20405 1.47298 7.67351 0.3974
H -3.24055 1.63415 6.30238 0.4398
H -3.15840 1.05994 3.89477 0.4700
C -2.01769 4.32670 0.81729 -1.1776
C -1.81937 2.94794 0.66538 -0.3583
N -0.63597 2.37882 0.57225 1.4710
C 0.44083 3.17977 0.67820 -0.8341
C 0.35356 4.58704 0.80445 1.2532
C -0.92651 5.15860 0.86253 -0.9242
C 1.54098 5.36814 0.89860 -0.9922
C 2.75895 4.78139 0.95762 -1.1794
C 2.88594 3.36295 0.90336 1.1778
C 4.11786 2.70147 1.04617 -1.1960
C 4.14794 1.32746 1.01806 -0.7172
C 2.95361 0.62796 0.80229 0.0869
N 1.78822 1.22233 0.65273 0.8396
C 1.73525 2.56107 0.72181 -0.7216
H -3.01977 4.71518 0.89852 0.5700
H -2.68099 2.29581 0.63243 0.5083
H -1.03707 6.22913 0.95741 0.4768
H 1.43836 6.44195 0.93488 0.4767
H 3.65769 5.37069 1.06127 0.4648
H 5.01685 3.28151 1.19841 0.4834
H 5.06988 0.78533 1.16172 0.5284
H 2.92339 -0.45380 0.75290 -0.2656
C -1.81950 -4.25442 0.56484 -1.6797
C -1.15082 -3.15642 1.40437 1.8496
C -2.02009 -2.85991 2.62965 -1.9904
C 0.25610 -3.57050 1.76904 -0.3435
C 0.44399 -4.58877 2.68892 -0.7225
C 1.70280 -5.09289 2.95195 -1.4932
C 2.77456 -4.60310 2.23775 -0.8283
C 2.63539 -3.57574 1.31179 0.4056
C 3.91940 -3.16906 0.61163 0.0737
C 3.75495 -2.64622 -0.81637 -1.5953
C 4.70118 -2.22297 1.53739 -1.3676
C 1.36441 -2.98902 1.10239 0.4645
O 1.20620 -1.95610 0.26507 1.0204
H -2.77332 -3.89888 0.17668 0.4049
H -2.00001 -5.13576 1.17614 0.4549
H -1.18185 -4.54147 -0.26882 0.2547
H -1.06512 -2.25356 0.77144 0.6259
H -2.26721 -3.77983 3.15368 0.5885
H -2.95268 -2.38741 2.32661 0.3961
H -1.50816 -2.20372 3.32953 0.3253
H -0.41182 -5.01105 3.19230 0.4304
H 1.83427 -5.88851 3.66706 0.4003
H 3.75556 -5.03294 2.39320 0.4908
H 4.52304 -4.08099 0.52270 0.7706
H 3.12150 -1.76395 -0.88341 0.1432
H 3.30195 -3.42885 -1.42172 0.3927
H 4.73485 -2.42093 -1.23758 0.3730
H 5.50981 -1.72783 1.00077 0.4109
H 5.13083 -2.79880 2.35321 0.4881
H 4.04977 -1.47896 1.98892 0.1871
C 0.79027 -0.35268 -5.14893 -1.2502
N 0.89563 -0.43273 -3.71211 0.1849
C 1.68375 0.28806 -2.91289 -0.2329
N 2.60132 1.10795 -3.47162 -0.2887
O 1.59884 0.20442 -1.66741 0.3558
H -0.15716 -0.79893 -5.44224 0.2639
H 1.59186 -0.89738 -5.65085 0.3347
H 0.80194 0.68706 -5.47528 0.4631
H 0.29545 -1.09676 -3.22598 -0.5332
H 2.66956 1.22618 -4.46372 0.2022
H 3.16061 1.68435 -2.86913 0.2287
C -3.14396 3.41857 -2.73685 -1.4716
C -1.78523 3.30934 -3.44779 1.6241
C -1.23339 4.70665 -3.72798 -1.8470
C -1.94220 2.54919 -4.76857 -1.4478
N -0.75155 2.62954 -2.63909 -0.5703
N -1.10842 1.36500 -2.07841 1.0790
H -3.80000 4.07187 -3.30547 0.5260
H -3.02261 3.83761 -1.73774 0.1654
H -3.62872 2.44583 -2.66220 0.2689
H -1.86840 5.23074 -4.43597 0.4362
H -0.23454 4.62264 -4.14639 0.4182
H -1.17609 5.29221 -2.81261 0.4099
H -2.68589 3.04131 -5.38856 0.4884
H -2.26867 1.52376 -4.60634 0.1391
H -0.99476 2.54067 -5.30224 0.2496
H -0.46553 3.23857 -1.87497 0.0264
H -1.15700 0.71607 -2.86325 -0.1996
H -2.04986 1.39660 -1.66662 -0.1226
```

Charge: +1
Kohn-Sham gap in eV: 7.17
E_LUMO in eV: -2.844
Energy relative to the best compared isomer or geometry (same formula, charge and spin) in eV: 0.749